Formula: H5N4
Source: OMol25
Level of theory: ωB97M-V/def2-TZVPD

Each line ends with the Mulliken charge.
Atoms and positions in Å:
N 2.051 -0.420 0.062  -0.20
N -0.320 -0.219 -1.322  -0.20
N -0.642 0.177 0.957  -0.18
N -0.131 -0.444 -0.066  0.20
H 2.506 -1.145 0.632  0.26
H 0.229 -0.715 -2.040  0.32
H -0.518 0.684 -1.569  0.25
H -0.589 -0.190 1.912  0.29
H -1.132 1.094 0.821  0.27

Output
Strongest force on any atom (eV Å⁻¹): 3.670
Total charge: +1
E_LUMO (alpha / beta) (hartree): -0.21456 / -0.23036
Kohn-Sham gap (alpha / beta) (eV): 9.233 / 9.299
Total energy (hartree): -221.51615


Formula: H5N4OP
Source: OMol25
Level of theory: ωB97M-V/def2-TZVPD

Each line ends with the Mulliken charge.
Atoms and positions in Å:
H 2.755 0.825 -0.066  0.22
N 1.790 1.027 -0.062  -0.33
N 1.179 0.317 -0.893  -0.27
P -0.870 0.926 -0.742  0.26
O -0.502 1.709 0.605  -0.42
N -1.369 -0.607 -0.248  -0.13
N -0.884 -1.694 0.510  -0.54
H 0.407 1.991 0.472  0.45
H -1.906 -1.029 -1.061  0.27
H -0.095 -2.247 0.191  0.26
H -0.505 -1.218 1.295  0.25

Output
SMILES string: [H]/N=N/P(O)NN
Strongest force on any atom (eV Å⁻¹): 3.995
E_LUMO (hartree): 0.02145
Kohn-Sham gap (eV): 8.974
Total energy (hartree): -638.52952


Formula: H5N4P
Source: OMol25
Level of theory: ωB97M-V/def2-TZVPD

Each line ends with the Mulliken charge.
Atoms and positions in Å:
N 1.534 -1.262 0.287  -0.57
N 0.657 -0.632 0.873  0.18
N 0.654 1.187 -1.029  -0.33
N -1.853 -0.301 0.155  -0.69
P 0.262 0.967 0.566  0.27
H 1.743 -2.153 0.649  0.23
H 0.831 0.368 -1.470  0.25
H 0.728 2.101 -1.509  0.24
H -2.092 -0.779 1.043  0.21
H -2.462 0.504 0.433  0.20

Output
Strongest force on any atom (eV Å⁻¹): 4.206
E_LUMO (alpha / beta) (hartree): -0.01430 / -0.01431
Kohn-Sham gap (alpha / beta) (eV): 8.012 / 8.015
Total energy (hartree): -563.25111


Formula: H5N5O
Source: OMol25
Level of theory: ωB97M-V/def2-TZVPD

Each line ends with the Mulliken charge.
Atoms and positions in Å:
N -0.971 -0.245 -1.240  -0.83
N -0.870 -0.925 -0.184  0.86
N 1.415 1.827 -0.770  -0.37
N -1.368 -2.065 0.038  -0.82
N 1.748 1.771 0.363  0.05
O 1.001 0.914 1.242  -0.46
H -1.525 -0.734 -1.944  0.27
H -0.298 -0.424 0.531  0.32
H 0.608 1.277 -1.112  0.37
H -1.157 -2.417 0.967  0.23
H 1.416 1.022 2.109  0.38

Output
Strongest force on any atom (eV Å⁻¹): 2.106
E_LUMO (hartree): 0.02511
Kohn-Sham gap (eV): 9.927
Total energy (hartree): -351.85536


Formula: H5NO2
Source: OMol25
Level of theory: ωB97M-V/def2-TZVPD

Each line ends with the Mulliken charge.
Atoms and positions in Å:
N -0.221 1.279 -0.794  -0.43
O 0.029 0.571 0.417  -0.45
H -0.412 0.553 -1.484  0.23
H -1.031 1.951 -0.606  0.25
H 0.540 1.309 0.835  0.37
O 0.468 -2.140 0.855  -0.64
H 0.435 -2.309 -0.068  0.28
H 0.191 -1.214 0.846  0.39

Output
SMILES string: NO.O
Strongest force on any atom (eV Å⁻¹): 2.268
E_LUMO (hartree): 0.02910
Kohn-Sham gap (eV): 10.683
Total energy (hartree): -208.15326


Formula: H5NOSi
Source: OMol25
Level of theory: ωB97M-V/def2-TZVPD

Each line ends with the Löwdin spin population.
Atoms and positions in Å:
N 0.060 0.448 0.908  1.02
O 0.289 0.593 -1.602  0.03
Si 0.395 -0.482 -0.440  0.18
H -1.040 1.594 0.863  0.62
H -0.129 -0.012 1.729  0.05
H 0.738 1.433 -1.628  0.00
H 1.510 -1.290 0.142  0.04
H -0.281 -1.694 -1.237  0.06

Output
Strongest force on any atom (eV Å⁻¹): 3.606
Multiplicity: 3
<S²>: 2.008
E_LUMO (alpha / beta) (hartree): 0.02752 / -0.10859
Kohn-Sham gap (alpha / beta) (eV): 7.272 / 8.182
Total energy (hartree): -422.29648


Formula: H5NP4
Source: OMol25
Level of theory: ωB97M-V/def2-TZVPD

Each line ends with the Mulliken charge.
Atoms and positions in Å:
N 0.624 0.118 -1.890  -0.47
P -1.762 0.794 -0.539  0.05
P -2.391 -0.412 1.048  -0.10
P 2.362 -0.268 0.727  -0.15
P 0.510 0.604 -0.445  0.23
H -3.361 -0.775 0.230  0.07
H -3.068 0.698 1.506  0.09
H 1.809 -1.397 0.166  0.09
H 1.820 -0.828 2.020  0.07
H 0.866 2.007 -0.023  0.11

Output
Strongest force on any atom (eV Å⁻¹): 4.561
E_LUMO (alpha / beta) (hartree): -0.06882 / -0.04501
Kohn-Sham gap (alpha / beta) (eV): 7.052 / 7.256
Total energy (hartree): -1422.94366


Formula: H5NS2
Source: OMol25
Level of theory: ωB97M-V/def2-TZVPD

Each line ends with the Mulliken charge.
Atoms and positions in Å:
S -1.534 -4.926 0.389  -0.17
S 0.162 -3.855 -0.131  -0.16
H -1.929 -5.691 -0.641  0.16
H 0.004 -2.723 0.568  0.17
N 0.947 4.154 0.088  -0.63
H 0.148 3.598 -0.167  0.21
H 0.664 4.996 0.569  0.21
H 1.539 4.447 -0.675  0.21

Output
SMILES string: SS.N
Strongest force on any atom (eV Å⁻¹): 1.656
E_LUMO (hartree): 0.00768
Kohn-Sham gap (eV): 8.959
Total energy (hartree): -854.09483


Formula: H5O2S
Source: OMol25
Level of theory: ωB97M-V/def2-TZVPD

Each line ends with the Mulliken charge.
Atoms and positions in Å:
S -1.258 0.275 -0.991  -0.73
H -0.630 0.331 0.136  -0.25
H 0.082 0.177 2.856  0.31
H 0.124 -0.906 1.915  0.35
O 0.035 -0.737 2.845  -0.64
H 1.496 -0.356 -0.783  0.29
H 1.727 1.052 -1.386  0.33
O 2.131 0.149 -1.206  -0.64

Output
Strongest force on any atom (eV Å⁻¹): 4.387
Total charge: -1
E_LUMO (hartree): 0.15195
Kohn-Sham gap (eV): 7.126
Total energy (hartree): -551.69469


Formula: H5O3
Source: OMol25
Level of theory: ωB97M-V/def2-TZVPD

Each line ends with the Mulliken charge.
Atoms and positions in Å:
O 0.685 0.338 -0.409  -1.11
H 1.598 0.528 -0.241  0.18
O -0.094 -2.215 -0.397  -0.72
H -0.156 -2.417 -1.320  0.27
H 0.136 -1.246 -0.358  0.45
O -0.661 2.097 0.897  -0.74
H -1.410 1.659 1.281  0.26
H -0.098 1.257 0.548  0.42

Output
Strongest force on any atom (eV Å⁻¹): 1.284
Total charge: -1
E_LUMO (hartree): 0.18094
Kohn-Sham gap (eV): 8.930
Total energy (hartree): -228.74502


Formula: H5OS2
Source: OMol25
Level of theory: ωB97M-V/def2-TZVPD

Each line ends with the Mulliken charge.
Atoms and positions in Å:
O 1.720 0.859 -1.562  -0.50
H 2.356 1.227 -0.926  0.35
H 0.952 0.652 -1.044  0.32
H -0.970 -0.852 0.816  0.21
S -0.248 0.892 0.708  0.01
S -1.013 -1.973 -0.056  0.03
H -0.470 1.365 1.946  0.30
H -2.327 -2.170 0.118  0.29

Output
Strongest force on any atom (eV Å⁻¹): 0.957
Total charge: +1
E_LUMO (hartree): -0.39045
Kohn-Sham gap (eV): 5.113
Total energy (hartree): -874.12761


Formula: H60O30
Source: OMol25
Level of theory: ωB97M-V/def2-TZVPD

Each line ends with the Mulliken charge.
Atoms and positions in Å:
O 0.287 21.201 9.002  -0.66
H 0.136 20.264 8.882  0.16
H 0.983 21.250 9.657  0.33
O -1.164 11.706 11.335  -0.64
H -1.216 11.032 12.012  0.24
H -0.377 12.206 11.555  0.42
O -4.545 15.125 9.341  -0.76
H -5.261 14.522 9.142  0.25
H -3.759 14.578 9.330  0.41
O 1.481 20.798 11.689  -0.68
H 2.106 20.620 12.392  0.30
H 0.735 20.231 11.882  0.20
O -4.167 12.438 12.271  -0.61
H -4.088 12.332 11.323  0.33
H -3.447 11.921 12.631  0.27
O 1.358 15.299 6.331  -0.69
H 1.595 16.009 5.734  0.28
H 1.474 14.502 5.814  0.26
O 0.440 17.723 8.286  -0.60
H 0.125 16.828 8.411  0.08
H 0.520 17.820 7.337  0.21
O -1.055 18.754 13.667  -0.61
H -1.457 19.572 13.958  0.24
H -1.430 18.085 14.241  0.31
O -5.343 15.492 5.972  -0.60
H -5.851 15.229 6.740  0.26
H -5.990 15.567 5.270  0.24
O -2.691 17.002 11.933  -0.17
H -2.468 16.229 12.452  0.05
H -3.646 16.982 11.871  0.25
O 1.367 18.163 13.084  -0.57
H 0.492 18.353 13.422  0.41
H 1.365 17.218 12.931  0.20
O -2.636 17.213 15.251  -0.65
H -3.592 17.180 15.220  0.32
H -2.355 16.384 14.863  0.36
O -0.532 19.009 10.502  0.74
H -0.675 18.386 11.215  0.02
H -0.241 18.469 9.767  -0.15
O -3.515 19.434 11.188  -0.69
H -2.969 18.800 11.653  0.26
H -3.425 19.197 10.265  0.46
O -3.904 11.599 6.804  -0.63
H -4.419 10.971 7.312  0.24
H -3.087 11.139 6.612  0.30
O -3.205 17.513 5.657  -0.65
H -3.864 16.836 5.813  0.28
H -2.400 17.028 5.475  0.45
O -1.967 21.773 11.200  -0.58
H -1.659 20.879 11.346  0.25
H -2.692 21.880 11.816  0.28
O 2.357 15.806 11.339  -0.47
H 3.031 15.433 10.772  0.26
H 2.576 15.488 12.215  0.23
O -4.656 11.393 9.590  -0.58
H -5.537 11.737 9.736  0.30
H -4.750 10.445 9.687  0.28
O -5.348 16.570 11.472  -0.65
H -4.985 16.047 10.757  0.45
H -5.732 15.927 12.069  0.31
O -1.210 15.607 5.592  -0.73
H -0.304 15.466 5.868  0.51
H -1.723 15.008 6.134  0.41
O 0.730 13.911 8.660  -0.82
H 0.277 14.419 9.334  0.26
H 0.736 14.484 7.893  0.34
O -0.170 11.180 8.918  -0.68
H -0.574 11.037 9.774  0.46
H 0.005 12.120 8.889  0.40
O 1.140 12.751 12.355  -0.60
H 1.451 12.238 13.101  0.27
H 1.495 13.628 12.502  0.23
O -3.730 18.225 8.670  -0.54
H -3.903 17.285 8.730  0.13
H -3.386 18.349 7.785  0.29
O -2.314 13.474 9.170  -0.07
H -2.276 12.625 9.610  -0.07
H -2.678 13.281 8.307  0.16
O -3.164 14.099 6.497  -0.79
H -3.501 13.208 6.589  0.37
H -3.908 14.604 6.169  0.27
O 3.227 19.092 9.980  -0.62
H 2.445 18.539 9.971  0.26
H 3.394 19.256 10.908  0.28
O -1.151 15.966 9.559  0.53
H -1.577 16.139 10.398  -0.06
H -1.554 15.156 9.247  0.03
O -2.020 14.801 13.863  -0.59
H -1.157 14.668 14.255  0.27
H -2.614 14.286 14.409  0.26

Output
Strongest force on any atom (eV Å⁻¹): 1.365
E_LUMO (hartree): -0.04167
Kohn-Sham gap (eV): 7.406
Total energy (hartree): -2293.18710